The following is a quantum chemistry calculation of a 2-piece molecular cluster, C17H33BN overall at a distorted geometry, from the OMol25 dataset.

**LUMO level**: -5.4420 eV
**Charge**: +1
**Highest occupied orbital energy**: -12.340 eV

```
52
Properties=species:S:1:pos:R:3:forces:R:3:mulliken_charge:R:1
C 2.581962 -1.853695 0.705368 0.7 -0.2 0.1 -1.35
C 1.513824 -1.570328 1.680572 -0.8 -0.8 0.4 0.13
C 0.163449 -1.948680 1.701234 0.4 -0.1 0.0 0.89
C -0.570296 -1.951164 2.953614 -0.3 0.4 0.2 1.00
C 0.129627 -1.795929 4.267092 -0.1 0.1 0.5 -1.81
C -1.939179 -2.167173 2.967856 0.6 0.2 0.4 -0.93
C -2.658478 -2.422752 1.796841 0.1 -0.1 0.0 0.62
C -4.142339 -2.627112 1.871069 -0.2 -0.1 -0.3 -1.51
C -1.943239 -2.548595 0.593963 0.2 0.0 -0.3 -0.94
C -0.564918 -2.363132 0.522391 -0.4 -0.1 -0.1 1.39
C 0.114979 -2.611339 -0.784144 -0.2 0.0 -0.6 -1.75
H 3.536955 -1.784856 1.247744 -0.2 0.1 -0.3 0.39
H 2.532399 -2.853173 0.256896 -0.2 0.3 0.1 0.37
H 2.630761 -1.109962 -0.101794 -0.1 0.0 0.1 0.25
H 1.896894 -1.091007 2.587462 -0.4 -0.1 -0.2 0.23
H -0.618361 -1.731787 5.071083 0.4 0.0 -0.2 0.38
H 0.773042 -2.663631 4.479009 -0.2 0.2 -0.1 0.38
H 0.756609 -0.898331 4.323679 -0.1 -0.1 0.0 0.39
H -2.467068 -2.131213 3.926888 0.2 -0.1 -0.4 0.38
H -4.559479 -2.868239 0.888415 0.1 0.1 0.2 0.38
H -4.405698 -3.442867 2.558461 0.2 0.2 -0.1 0.37
H -4.650347 -1.730831 2.250898 0.2 -0.1 -0.1 0.35
H -2.490175 -2.813743 -0.320114 0.3 0.1 0.4 0.31
H -0.623570 -2.955732 -1.520709 0.2 0.1 0.2 0.42
H 0.590138 -1.710749 -1.201864 0.0 -0.2 0.3 0.28
H 0.876779 -3.393432 -0.688938 -0.2 0.2 -0.1 0.36
C 1.204313 4.642953 -1.783956 0.1 0.3 -0.1 -1.34
C 0.717109 3.390122 -2.488923 0.1 -0.3 0.3 -0.30
N 0.541415 2.166620 -1.608286 -0.7 -0.2 -0.1 0.19
C -0.530382 2.517560 -0.581228 0.6 -0.2 -0.4 -0.48
C -0.804375 1.421815 0.437640 -0.3 0.0 0.5 -1.13
C -0.025542 1.085526 -2.529829 0.3 0.6 0.3 0.06
C 0.914609 0.753397 -3.682441 -0.1 -0.4 -0.4 -1.43
B 1.889329 1.655049 -0.846150 0.4 -0.5 0.2 0.96
H 1.624690 0.567717 -0.293485 -0.1 0.6 -0.4 -0.64
H 1.427299 5.367469 -2.575673 0.0 0.0 0.2 0.44
H 0.443285 5.106518 -1.143672 0.2 -0.2 -0.1 0.36
H 2.124843 4.491359 -1.211824 -0.2 -0.1 -0.1 0.29
H -0.276629 3.577955 -2.920354 0.2 0.0 -0.1 0.28
H 1.403995 3.110711 -3.297218 -0.2 0.1 0.4 0.34
H -0.182658 3.431160 -0.080342 -0.1 -0.4 -0.1 0.34
H -1.441189 2.747519 -1.154128 0.2 0.1 0.2 0.28
H -1.382598 1.874055 1.254623 0.0 -0.1 -0.2 0.48
H -1.407523 0.593354 0.039041 0.2 0.2 0.0 0.27
H 0.107197 1.015865 0.889942 -0.3 0.3 -0.3 0.15
H -0.248371 0.198161 -1.918242 0.2 0.4 -0.2 -0.16
H -0.967906 1.500260 -2.927403 0.2 -0.3 0.2 0.37
H 0.575876 -0.191761 -4.124515 0.1 0.1 0.0 0.43
H 0.872704 1.498927 -4.489900 0.0 -0.2 0.3 0.43
H 1.958367 0.617119 -3.370110 -0.4 0.1 0.0 0.27
H 2.796278 1.431885 -1.631795 -0.3 0.4 0.0 -0.22
H 2.201592 2.468140 0.005257 -0.2 -0.1 -0.2 -0.23
```
Forces are in eV/Å.

The following is a quantum chemistry calculation of a 2-piece molecular cluster, C2H3ClNP overall at a distorted geometry, from the OMol25 dataset.

**LUMO level (alpha / beta)**: -3.1944 / -3.1962 eV
**Charge**: 0
**Highest occupied orbital energy (alpha / beta)**: -9.536 / -9.536 eV
**Relative energy (zero: lowest compared OMol25 entry of this formula, charge and spin)**: 3.348 eV

```
8
Properties=species:S:1:pos:R:3:forces:R:3:mulliken_charge:R:1
C 0.502543 0.196844 0.442550 -0.9 -2.2 -1.0 0.30
C 0.693419 -0.420094 -0.905881 -1.8 0.4 1.0 -0.49
N 0.743107 1.088260 1.241868 0.2 1.8 1.5 -0.47
P -0.565323 -1.350047 0.188329 -1.5 1.7 -0.1 0.24
Cl -3.217600 0.551000 -0.283250 1.8 -1.2 0.2 -0.50
H 0.220438 -0.034737 -1.819794 0.5 0.3 0.4 0.31
H 1.369591 -1.240275 -1.047233 1.0 0.1 -0.1 0.30
H 0.253827 1.209047 2.183408 0.6 -0.9 -1.9 0.31
```
Forces are in eV/Å.

The following is a quantum chemistry calculation of a single C3H3F2NO molecule at a distorted geometry, from the OMol25 dataset.

**LUMO level**: 0.3847 eV
**Charge**: 0
**Highest occupied orbital energy**: -8.022 eV
**Relative energy (zero: lowest compared OMol25 entry of this formula, charge and spin)**: 2.865 eV

```
10
Properties=species:S:1:pos:R:3:forces:R:3:mulliken_charge:R:1
O -3.221308 -0.846514 -0.560721 -0.1 -1.4 0.4 -0.50
C -2.311666 0.072187 -0.206925 1.3 0.9 1.0 -0.20
F -2.867844 1.330459 -0.072197 0.2 -0.7 0.0 -0.24
C -1.006930 -0.000586 0.115292 -1.2 0.7 -1.4 0.76
N 0.140780 0.146561 0.459832 0.2 -0.7 0.7 -0.36
C 1.577860 0.313561 0.204493 -3.7 1.8 -0.7 -0.11
F 1.863450 1.123127 -0.886723 0.0 -0.3 0.1 -0.27
H -3.407206 -1.536789 0.131186 0.4 1.3 -0.7 0.34
H 1.823855 -0.683523 -0.051164 1.4 -0.9 0.5 0.28
H 1.791857 0.893685 1.093323 1.5 -0.6 0.1 0.29
```
Forces are in eV/Å.

The following is a quantum chemistry calculation of C42H52I2LiN5O3SSi2 as an isolated structure at a distorted geometry, from the OMol25 dataset.

**LUMO level**: 3.6277 eV
**Charge**: -2
**Highest occupied orbital energy**: -0.889 eV
**Relative energy (zero: lowest compared OMol25 entry of this formula, charge and spin)**: 0.802 eV

```
108
Properties=species:S:1:pos:R:3:forces:R:3:mulliken_charge:R:1
Li -0.671238 -0.064334 0.944042 -0.2 -0.4 0.2 0.90
I 1.025736 2.262829 2.432945 -0.4 0.2 -0.4 0.03
C -0.391783 3.060890 1.002193 0.0 0.3 0.2 -0.01
I -2.521903 2.664609 1.052525 0.5 0.2 0.0 0.08
H -0.067654 2.679175 0.040353 0.0 -0.1 0.0 -0.68
H -0.282537 4.138030 1.050684 -0.1 0.0 0.1 0.63
N -3.452882 0.535658 -3.333482 1.4 0.8 0.1 -0.28
C -4.141741 -0.491082 -2.830336 -0.1 -0.8 1.0 0.57
N -5.105135 -1.048255 -3.650020 0.1 0.3 -0.1 -0.49
N -4.020523 -1.036536 -1.658017 -0.5 0.0 -0.7 -0.58
C -3.108295 -0.842788 -0.728547 0.2 -0.5 0.7 0.14
N -2.453147 -0.932706 0.227841 0.0 0.6 -0.9 -0.12
H -3.523861 0.707161 -4.322855 0.1 0.0 0.0 0.25
H -2.544905 0.813762 -2.897911 -0.7 -0.3 -0.2 -0.04
H -5.480900 -0.446586 -4.363293 -0.1 0.0 0.0 0.21
H -5.783795 -1.601329 -3.154273 0.0 0.0 0.1 0.28
C -3.509151 3.853019 6.549112 0.1 0.1 0.0 -0.40
C -4.018889 2.567438 6.680031 0.0 0.0 0.1 -0.73
C -3.552261 1.546323 5.864283 0.0 0.1 0.1 0.22
C -2.593085 1.772258 4.871976 -0.1 -0.2 -0.1 0.42
C -2.106931 3.073802 4.757968 0.1 0.1 0.1 -0.37
C -2.540562 4.100893 5.587883 0.0 0.0 0.1 -0.59
Si -1.990837 0.343576 3.688028 0.3 0.2 -0.1 -1.18
C -1.284626 -0.853024 5.032541 -0.2 -0.2 -0.2 0.41
C -2.027178 -1.864262 5.650288 0.1 0.0 0.1 0.29
C -1.441898 -2.773444 6.521864 0.0 0.0 0.1 -0.77
C -0.086622 -2.690901 6.808303 0.0 0.0 0.1 -0.40
C 0.672922 -1.693393 6.212307 0.0 0.0 0.1 -0.55
C 0.077368 -0.796370 5.338165 0.0 0.1 0.0 -0.36
C -3.652311 -0.469989 3.226540 0.1 0.1 0.2 0.73
C -4.842372 0.247598 3.077120 0.0 0.0 -0.1 -0.48
C -6.009046 -0.363488 2.633210 -0.1 0.0 0.0 -0.55
C -6.013117 -1.716268 2.328380 -0.1 0.0 0.0 -0.49
C -4.831383 -2.442196 2.434416 0.0 -0.1 0.0 -0.48
C -3.669577 -1.821768 2.859955 -0.1 0.0 0.0 -0.54
H -3.851775 4.650353 7.200102 0.0 0.0 0.0 0.33
H -4.781084 2.370409 7.427719 0.0 -0.1 0.0 0.36
H -3.942619 0.542674 5.999166 0.0 0.0 0.0 0.28
H -1.356302 3.296135 4.009337 0.0 0.0 0.0 -0.05
H -2.123996 5.097169 5.482019 0.0 0.0 0.0 0.39
H -3.086653 -1.949932 5.438185 0.0 0.0 0.0 0.33
H -2.044403 -3.550268 6.982625 0.0 0.0 0.0 0.36
H 0.372251 -3.394875 7.493915 0.0 0.0 0.0 0.34
H 1.734714 -1.621681 6.421592 0.0 0.0 0.0 0.37
H 0.686019 -0.032727 4.865605 0.0 0.0 -0.1 0.07
H -4.854898 1.306690 3.313693 0.0 0.0 0.1 0.43
H -6.922010 0.215438 2.533902 0.0 0.0 0.0 0.36
H -6.928084 -2.204773 2.010627 0.0 0.0 0.0 0.34
H -4.820055 -3.496764 2.180131 0.0 0.0 0.0 0.35
H -2.743158 -2.383559 2.909966 0.0 -0.1 0.0 0.45
N 6.408366 -7.117120 0.639981 0.0 0.0 0.0 -0.64
C 5.576263 -6.323831 0.738967 0.4 -0.4 0.0 0.13
C 4.552492 -5.351303 0.867105 -0.5 0.4 0.1 0.50
C 3.312487 -5.693960 1.426656 0.3 -0.1 -0.1 -0.47
C 2.321237 -4.749662 1.555782 0.0 0.1 0.0 -0.72
C 2.520415 -3.416328 1.139348 0.1 -0.1 -0.1 0.49
C 3.772907 -3.088219 0.576165 -0.1 0.0 0.0 -0.37
C 4.763837 -4.031620 0.440455 0.1 -0.2 0.0 -0.50
C 1.505573 -2.445643 1.255470 -0.1 0.0 0.1 -1.31
C 0.615565 -1.596358 1.324794 0.3 0.0 -0.1 0.22
H 3.156368 -6.714712 1.754542 -0.1 0.0 0.0 0.42
H 1.361177 -5.010125 1.980525 0.0 0.0 0.0 0.49
H 3.929555 -2.069447 0.247638 0.0 0.0 0.0 0.43
H 5.721719 -3.772641 0.005507 0.0 0.1 0.0 0.43
C 4.595200 2.941297 -1.317561 -0.2 -0.1 0.0 -2.05
C 3.976461 1.690856 -1.943698 0.3 0.0 0.0 2.13
C 3.841515 0.590698 -0.888739 -0.2 0.2 -0.1 -1.18
C 4.863717 1.211825 -3.100298 -0.2 0.1 0.1 -1.66
O 2.704319 2.077704 -2.450050 0.3 0.0 -0.1 0.18
Si 1.434964 1.157990 -2.975306 -0.5 0.1 0.4 -1.75
S -0.061769 0.994374 -1.595306 -0.4 -0.1 -0.2 0.23
O 0.885841 1.881956 -4.375093 0.1 0.2 -0.1 0.27
C 0.661952 3.257028 -4.654985 0.0 0.2 -0.1 1.92
C 1.875995 3.791141 -5.423076 -0.1 -0.2 0.1 -1.76
C -0.589963 3.328618 -5.534237 0.2 -0.1 0.1 -1.77
C 0.449786 4.102042 -3.395314 0.0 -0.3 -0.1 -1.46
O 2.120498 -0.251103 -3.487173 0.0 -0.2 -0.1 0.30
C 1.596860 -1.362839 -4.199629 0.0 -0.3 -0.2 1.92
C 0.112451 -1.595305 -3.916683 0.2 0.1 0.1 -1.65
C 2.397704 -2.584909 -3.749322 -0.1 0.2 0.1 -1.92
C 1.789261 -1.104679 -5.698723 0.0 0.1 0.2 -1.71
H 5.616965 2.730692 -0.996796 0.0 0.0 0.0 0.42
H 4.011057 3.255451 -0.451819 0.0 0.0 0.0 0.36
H 4.611242 3.754308 -2.046204 0.0 0.0 0.0 0.37
H 4.826517 0.293380 -0.522671 0.0 0.0 0.0 0.62
H 3.342212 -0.273113 -1.325117 0.0 -0.1 0.1 -0.01
H 3.239870 0.944814 -0.050094 0.0 -0.1 0.0 0.15
H 5.868972 0.986157 -2.738860 0.0 0.0 0.0 0.49
H 4.919177 1.989325 -3.865783 0.0 0.0 0.0 0.34
H 4.424786 0.319527 -3.540011 0.0 -0.1 -0.1 0.08
H 2.045228 3.195885 -6.322539 0.0 0.0 0.0 0.35
H 2.755415 3.714618 -4.782868 0.0 0.0 0.0 0.17
H 1.722190 4.835311 -5.703949 0.0 0.0 0.0 0.45
H -0.477010 2.658343 -6.388505 0.0 0.0 0.0 0.34
H -0.757050 4.345294 -5.894496 0.0 0.0 0.0 0.45
H -1.455901 3.018164 -4.947661 0.0 0.0 0.0 0.24
H 1.332770 4.039388 -2.762279 0.0 0.1 0.1 0.16
H -0.398242 3.716795 -2.829674 0.0 0.0 0.1 0.33
H 0.266077 5.143480 -3.667790 0.0 0.0 0.0 0.51
H -0.053928 -1.662457 -2.842484 -0.1 0.0 0.0 0.30
H -0.223742 -2.517837 -4.393741 0.0 0.0 -0.1 0.57
H -0.466908 -0.756415 -4.303726 -0.1 0.0 0.0 0.25
H 2.199995 -2.778215 -2.693952 0.0 0.0 0.0 0.40
H 3.466950 -2.402937 -3.872416 0.0 0.0 0.0 0.34
H 2.114615 -3.463710 -4.331267 0.0 0.0 0.0 0.45
H 1.298236 -0.164869 -5.952660 0.0 0.0 -0.1 0.14
H 1.352757 -1.914669 -6.286407 0.0 0.0 0.0 0.43
H 2.851175 -1.015018 -5.936781 0.0 0.0 0.0 0.36
```
Forces are in eV/Å.

Respective E_tot values: -20323.50240, -25419.44407, -12128.71904, -100994.10473 eV.